(1)
Formula: C4H5F3O2
Source: the Open Molecules 2025 dataset
Level of theory: ωB97M-V/def2-TZVPD

Each line ends with the natural charge from an NBO analysis.
Atoms and positions in Å:
C: -1.31 -1.34 0.39  -0.6223
C: -1.30 0.13 0.72  -0.0740
O: -0.38 0.67 -0.14  -0.4510
C: 0.91 0.60 0.06  0.6699
O: 1.39 0.07 1.01  -0.5247
C: 1.79 0.97 -1.05  0.9044
F: 1.12 1.16 -2.29  -0.3315
F: 2.39 2.20 -0.77  -0.3179
F: 2.80 0.12 -1.27  -0.2813
H: -2.09 -1.99 0.90  0.2135
H: -0.48 -2.01 0.52  0.2293
H: -1.50 -1.43 -0.52  0.1946
H: -1.13 0.17 1.66  0.1881
H: -2.21 0.68 0.76  0.2029

Structure (SMILES): CCOC(=O)C(F)(F)F
E (Eh): -605.43465
E_LUMO (eV): 0.7
Energy relative to the best compared isomer or geometry (same formula, charge and spin) (kJ/mol): 207.4
HOMO-LUMO gap (hartree): 0.4508


(2)
Formula: C4H5F3O2
Source: the Open Molecules 2025 dataset
Level of theory: ωB97M-V/def2-TZVPD

Each line ends with the natural charge from an NBO analysis.
Atoms and positions in Å:
C: 0.01 2.12 -0.45  -0.6331
C: -0.04 0.73 -1.28  -0.0701
O: -0.56 -0.24 -0.50  -0.4716
C: 0.30 -0.91 0.34  0.6720
O: 1.60 -0.84 0.38  -0.5507
C: -0.28 -1.95 1.34  0.9106
F: 0.72 -2.74 1.88  -0.3009
F: -0.70 -1.22 2.44  -0.3162
F: -1.26 -2.75 0.78  -0.3020
H: -0.19 2.91 -1.23  0.2268
H: 1.02 1.93 0.00  0.2408
H: -0.80 1.98 0.10  0.2069
H: 0.95 0.34 -1.56  0.1983
H: -0.76 0.65 -2.25  0.1891

Structure (SMILES): CCOC(=O)C(F)(F)F
E (Eh): -605.43487
E_LUMO (eV): 0.3
Energy relative to the best compared isomer or geometry (same formula, charge and spin) (kJ/mol): 206.8
HOMO-LUMO gap (hartree): 0.4237


(3)
Formula: C4H5F3OS
Source: the Open Molecules 2025 dataset
Level of theory: ωB97M-V/def2-TZVPD

Each line ends with the Löwdin spin population.
Atoms and positions in Å:
C: -2.61 0.43 -0.22  0.0337
C: 1.13 0.55 0.03  0.0245
C: -3.51 -0.41 0.25  0.2629
C: 0.55 -1.86 -0.54  0.6664
O: -1.42 0.61 0.11  0.3437
F: -2.95 1.19 -1.35  -0.0074
F: -3.17 -1.16 1.31  0.0812
F: 0.04 -3.00 -1.11  0.1329
S: -0.15 -0.45 -0.85  0.3994
H: 0.99 0.91 1.08  0.0061
H: 1.28 1.51 -0.47  0.0022
H: 2.02 0.12 0.10  0.0020
H: -4.51 -0.40 0.09  0.0161
H: 1.04 -2.21 0.36  0.0362

<S²>: 2.026
E (Eh): -928.18483
E_LUMO (spin up / spin down) (eV): 0.9 / -2.7
2S+1: 3
Energy relative to the best compared isomer or geometry (same formula, charge and spin) (kJ/mol): 50.2
HOMO-LUMO gap (spin up / spin down) (hartree): 0.2571 / 0.2396


(4)
Formula: C4H5F8N2P
Source: the Open Molecules 2025 dataset
Level of theory: ωB97M-V/def2-TZVPD

Each line ends with the natural charge from an NBO analysis.
Atoms and positions in Å:
C: 3.11 -0.10 -0.95  -1.0446
P: 1.53 0.61 -0.42  2.2532
F: 1.24 1.80 -1.51  -0.5544
F: 1.91 1.66 0.73  -0.5429
N: 0.37 -0.54 -0.17  -1.0138
C: -0.91 -0.27 0.39  0.0693
N: -0.70 -0.28 1.90  -0.8094
C: -1.87 -1.39 -0.02  0.9637
F: -2.35 -1.21 -1.30  -0.3256
F: -2.96 -1.49 0.82  -0.3306
F: -1.20 -2.49 -0.02  -0.2877
C: -1.45 1.11 0.01  0.9619
F: -2.71 1.24 0.55  -0.3398
F: -0.72 2.16 0.40  -0.3067
F: -1.57 1.17 -1.27  -0.2916
H: 3.01 -1.19 -0.83  0.2816
H: 3.29 0.16 -2.09  0.2820
H: 4.03 0.36 -0.52  0.2823
H: -0.30 -1.17 2.10  0.3743
H: -1.75 -0.14 2.20  0.3789

Structure (SMILES): CP(F)(F)=NC(N)(C(F)(F)F)C(F)(F)F
E (Eh): -1405.29347
E_LUMO (eV): 0.5
Energy relative to the best compared isomer or geometry (same formula, charge and spin) (kJ/mol): 31.1
HOMO-LUMO gap (hartree): 0.3965


(5)
Formula: C4H5FN2
Source: the Open Molecules 2025 dataset
Level of theory: ωB97M-V/def2-TZVPD

Each line ends with the natural charge from an NBO analysis.
Atoms and positions in Å:
C: -0.53 -0.82 -0.28  -0.3338
C: -1.54 -0.13 0.58  -0.3765
C: -0.54 0.74 -0.25  -0.4492
C: 0.60 1.30 0.40  0.3633
N: 3.63 -1.34 -0.09  0.0008
N: 2.77 -0.67 -0.17  -0.0014
F: 1.07 2.36 -0.22  -0.3391
H: 0.14 -1.32 0.29  0.2294
H: -0.83 -1.13 -1.22  0.2212
H: -2.58 0.18 0.45  0.2401
H: -1.21 -0.19 1.70  0.2321
H: -0.97 1.03 -1.17  0.2131

E (Eh): -364.67399
E_LUMO (eV): 0.7
Energy relative to the best compared isomer or geometry (same formula, charge and spin) (kJ/mol): 339.6
HOMO-LUMO gap (hartree): 0.3455


(6)
Formula: C4H5FN2S
Source: the Open Molecules 2025 dataset
Level of theory: ωB97M-V/def2-TZVPD

Each line ends with the natural charge from an NBO analysis.
Atoms and positions in Å:
C: -1.14 2.49 0.71  -0.1060
N: -0.16 1.94 1.25  -0.2471
N: 0.35 0.72 0.77  -0.4052
C: -0.03 -0.16 -0.20  0.0583
S: -1.16 0.08 -1.37  -0.1394
C: 0.79 -1.38 -0.15  -0.3947
C: 0.52 -2.36 -1.03  0.3341
F: 1.28 -3.46 -0.99  -0.3229
H: -1.50 2.19 -0.29  0.2045
H: -1.52 3.45 1.18  0.1878
H: 1.02 0.41 1.44  0.3921
H: 1.74 -1.52 0.48  0.2374
H: -0.19 -2.40 -1.81  0.2011

Structure (SMILES): C=NNC(=S)/C=C/F
E (Eh): -762.89614
E_LUMO (eV): -0.2
Energy relative to the best compared isomer or geometry (same formula, charge and spin) (kJ/mol): 244.0
HOMO-LUMO gap (hartree): 0.3087


(7)
Formula: C4H5FNO2
Source: the Open Molecules 2025 dataset
Level of theory: ωB97M-V/def2-TZVPD

Each line ends with the natural charge from an NBO analysis.
Atoms and positions in Å:
C: -0.22 -1.26 1.40  0.7235
C: 0.11 -1.16 -1.16  -0.4300
C: 0.55 -1.01 0.12  -0.2678
C: 0.03 1.86 0.12  0.4828
N: -1.05 2.08 -0.45  -0.7327
O: -0.62 -2.41 1.49  -0.7197
O: -0.30 -0.31 2.23  -0.7843
F: 1.22 2.26 -0.19  -0.3384
H: 0.70 -1.55 -2.05  0.1633
H: -0.89 -1.07 -1.47  0.1744
H: 1.59 -1.09 0.25  0.1800
H: -0.12 1.32 1.13  0.2247
H: -1.00 2.34 -1.42  0.3242

E (Eh): -460.51670
E_LUMO (eV): 4.0
Total charge: -1
Energy relative to the best compared isomer or geometry (same formula, charge and spin) (kJ/mol): 127.6
HOMO-LUMO gap (hartree): 0.3061


(8)
Formula: C4H5FO
Source: the Open Molecules 2025 dataset
Level of theory: ωB97M-V/def2-TZVPD

Each line ends with the natural charge from an NBO analysis.
Atoms and positions in Å:
C: 0.45 -1.14 -0.93  -0.3250
C: 0.22 -0.09 -0.18  -0.1528
C: 0.65 1.28 -0.41  0.3970
O: 0.42 2.24 0.28  -0.5177
C: -0.88 -0.04 1.11  0.0535
F: -1.01 -1.35 1.27  -0.3420
H: -0.13 -2.13 -0.75  0.2288
H: 1.27 -1.18 -1.61  0.2077
H: 1.10 1.38 -1.40  0.0981
H: -0.38 0.54 1.85  0.1835
H: -1.69 0.51 0.77  0.1691

Structure (SMILES): C=C(C=O)CF
E (Eh): -330.44037
E_LUMO (eV): 0.1
Energy relative to the best compared isomer or geometry (same formula, charge and spin) (kJ/mol): 124.4
HOMO-LUMO gap (hartree): 0.3681


(9)
Formula: C4H5FO2
Source: the Open Molecules 2025 dataset
Level of theory: ωB97M-V/def2-TZVPD

Each line ends with the natural charge from an NBO analysis.
Atoms and positions in Å:
C: -1.54 -0.35 0.13  -0.6482
C: -0.32 0.03 -0.59  0.0720
O: 0.62 -1.04 -0.63  -0.4857
C: 1.63 -0.51 0.06  0.7591
O: 2.59 -1.00 0.57  -0.5253
C: 0.85 0.88 0.30  0.1006
F: 1.27 2.02 -0.35  -0.3377
H: -1.22 -0.99 1.00  0.2267
H: -2.01 -0.98 -0.76  0.2310
H: -2.06 0.47 0.56  0.2337
H: -0.45 0.35 -1.60  0.1937
H: 0.62 1.12 1.32  0.1799

Structure (SMILES): C[C@@H]1OC(=O)[C@H]1F
E (Eh): -405.70768
E_LUMO (eV): 0.8
Energy relative to the best compared isomer or geometry (same formula, charge and spin) (kJ/mol): 156.1
HOMO-LUMO gap (hartree): 0.4139


(10)
Formula: C4H5FOS
Source: the Open Molecules 2025 dataset
Level of theory: ωB97M-V/def2-TZVPD

Each line ends with the natural charge from an NBO analysis.
Atoms and positions in Å:
O: -0.14 -1.84 1.24  -0.5144
C: -0.49 -2.20 0.17  0.2679
S: -0.56 -1.08 -1.24  0.2478
C: 0.20 0.38 -0.97  -0.4986
C: 0.92 1.02 0.40  -0.4046
C: -0.51 1.11 0.14  0.1859
F: -1.42 0.43 0.94  -0.3309
H: -0.58 -3.20 -0.33  0.1576
H: 0.48 1.02 -1.74  0.2553
H: 1.67 1.81 0.26  0.2308
H: 1.15 0.34 1.10  0.2309
H: -0.71 2.22 0.02  0.1723

Structure (SMILES): O=CS[C@@H]1C[C@@H]1F
E (Eh): -728.59605
E_LUMO (eV): 0.7
Energy relative to the best compared isomer or geometry (same formula, charge and spin) (kJ/mol): 239.1
HOMO-LUMO gap (hartree): 0.3519


(11)
Formula: C4H5GaO2
Source: the Open Molecules 2025 dataset
Level of theory: ωB97M-V/def2-TZVPD

Each line ends with the Löwdin spin population.
Atoms and positions in Å:
H: -3.02 2.03 0.72  -0.0015
O: -2.70 1.13 0.74  0.2859
Ga: -2.58 0.00 -0.74  0.3983
O: 2.96 -1.43 0.18  0.0068
C: 2.20 -0.54 -0.08  0.0083
C: 0.85 -0.75 -0.73  0.0169
C: -0.22 0.12 -0.22  0.1976
C: -0.72 0.71 0.77  0.0802
H: 2.48 0.53 0.03  0.0003
H: 0.60 -1.83 -0.70  -0.0001
H: 1.04 -0.60 -1.81  0.0073
H: -0.90 0.63 1.83  0.0000

<S²>: 0.764
E (Eh): -2230.25207
E_LUMO (spin up / spin down) (eV): -5.0 / -7.9
2S+1: 2
Total charge: +1
Energy relative to the best compared isomer or geometry (same formula, charge and spin) (kJ/mol): 89.5
HOMO-LUMO gap (spin up / spin down) (hartree): 0.3247 / 0.2184


(12)
Formula: C4H5GaO4
Source: the Open Molecules 2025 dataset
Level of theory: ωB97M-V/def2-TZVPD

Each line ends with the Löwdin spin population.
Atoms and positions in Å:
C: 1.45 0.69 0.43  0.0002
O: 2.36 1.35 1.12  0.0004
H: 1.63 -0.34 0.11  0.0000
H: 3.22 0.91 1.10  0.0000
C: 0.14 1.23 0.30  0.0011
C: -0.15 0.67 -0.99  0.0009
H: 0.06 2.32 0.36  0.0001
H: -0.79 0.28 1.13  0.0000
H: 0.30 0.99 -1.93  0.0003
O: -1.13 -0.25 -1.17  0.0082
C: -1.61 -1.12 -0.25  0.0298
O: -1.53 -0.85 0.97  0.0120
O: -1.99 -2.19 -0.75  0.2257
Ga: -1.97 -3.69 -0.44  0.7214

<S²>: 0.751
E (Eh): -2379.64809
E_LUMO (spin up / spin down) (eV): -15.8 / -16.9
2S+1: 2
Total charge: +3
HOMO-LUMO gap (spin up / spin down) (hartree): 0.3032 / 0.2609


Which of these has the lowest E?
C4H5GaO4


Copy entry 8 word for word.
Formula: C4H5FO
Source: the Open Molecules 2025 dataset
Level of theory: ωB97M-V/def2-TZVPD

Each line ends with the natural charge from an NBO analysis.
Atoms and positions in Å:
C: 0.45 -1.14 -0.93  -0.3250
C: 0.22 -0.09 -0.18  -0.1528
C: 0.65 1.28 -0.41  0.3970
O: 0.42 2.24 0.28  -0.5177
C: -0.88 -0.04 1.11  0.0535
F: -1.01 -1.35 1.27  -0.3420
H: -0.13 -2.13 -0.75  0.2288
H: 1.27 -1.18 -1.61  0.2077
H: 1.10 1.38 -1.40  0.0981
H: -0.38 0.54 1.85  0.1835
H: -1.69 0.51 0.77  0.1691

Structure (SMILES): C=C(C=O)CF
E (Eh): -330.44037
E_LUMO (eV): 0.1
Energy relative to the best compared isomer or geometry (same formula, charge and spin) (kJ/mol): 124.4
HOMO-LUMO gap (hartree): 0.3681